# 1
Entry from the OMol25 dataset: 3 unconnected molecules or ions with the total composition C5H15NO2 (the ωB97M-V functional and the def2-TZVPD basis).

Structure (XYZ):
```
23
Properties=species:S:1:pos:R:3:forces:R:3
H 0.9787 1.9430 0.3621 -1.1 2.8 -1.5
H 2.0903 1.0602 0.6705 0.9 -1.5 1.2
H -1.5385 0.0440 3.8927 -0.6 -0.2 1.0
H 0.7223 -0.4177 -4.0398 0.5 -0.9 0.7
H -2.2011 -1.7329 -1.5357 -0.1 -0.4 -1.3
C 0.6287 -1.0906 1.4540 -0.7 2.3 -2.0
C 1.5038 0.4854 -1.2567 -0.5 -1.9 -0.3
O -2.1541 -0.1558 4.6375 -0.4 0.0 -2.4
C 1.1038 1.0725 -2.3667 -0.1 2.0 -0.9
H -0.8182 -0.0077 0.4106 2.5 1.4 0.2
H -3.0957 -1.4310 -0.3299 0.1 -0.1 -0.2
C 1.0191 0.5940 -3.8248 -1.9 1.8 -1.2
H 1.9399 -0.5338 -1.4240 -0.5 0.6 0.8
O -2.1828 -1.4579 -0.6401 0.0 0.5 1.5
H -1.6743 -0.0852 5.4321 1.1 0.2 1.3
H 1.6690 -1.1660 1.0527 -0.6 -0.2 1.3
C 1.1658 0.9467 0.1483 0.2 -0.3 -0.7
H 1.8939 0.8306 -4.4532 -0.2 0.0 0.4
H 0.0585 -1.8274 0.9099 -0.2 -0.7 0.3
H 0.9050 2.1580 -2.1778 -0.6 -0.8 -0.6
H 0.3939 -1.0924 2.5228 0.8 -0.4 -0.2
N 0.1094 0.2882 0.8850 -0.6 -3.6 1.0
H 0.0784 1.1026 -4.3929 2.2 -0.5 1.5
```
Positions in Å, forces in eV/Å.

strongest force on any atom = 3.753 eV/A
2S+1 = 1
HOMO-LUMO gap = 9.09 eV
ΔE to the lowest compared entry with this formula, charge and spin = 3.452 eV

---

# 2
Entry from the OMol25 dataset: 2 unconnected molecules or ions with the total composition C5H15NO2 (the ωB97M-V functional and the def2-TZVPD basis).

Structure (XYZ):
```
23
Properties=species:S:1:pos:R:3:forces:R:3
H 1.5830 -1.8737 1.0942 0.0 0.8 -1.1
H -2.0635 1.7545 2.5799 0.0 0.1 0.0
H 0.1837 -3.8287 0.4356 -2.2 -0.1 0.8
H -2.5066 0.4400 1.9910 -0.2 -0.9 0.2
C 0.2509 0.0715 -0.7681 -0.7 0.8 2.5
H 0.7712 2.9402 -0.0509 -0.5 1.3 -1.6
O 1.0039 -3.5272 0.1463 2.4 -0.8 -1.0
H -0.6521 1.6549 -2.0390 0.4 0.9 0.1
C 1.2191 -2.1265 0.0731 -3.0 -0.9 0.8
H 1.9062 -2.0844 -0.7388 0.9 0.8 -0.3
H 2.1072 1.6955 -0.1623 0.1 0.8 0.1
H -0.7832 -1.3757 0.5477 -0.4 0.0 0.0
N 0.3141 0.9168 0.4852 0.8 0.3 0.2
H -1.7872 0.7484 -1.0643 -0.1 -0.1 0.1
H -0.6366 1.1478 0.8818 1.6 -0.3 -1.1
H 1.4865 2.4579 1.3321 0.8 0.0 1.4
C -0.8575 0.6945 -1.6214 0.7 -1.4 -1.1
C -0.1343 -1.3894 -0.3200 1.8 0.6 -1.8
H 1.3144 -0.0019 -1.1670 -1.5 0.5 -0.1
H -0.9867 0.0650 -2.5008 -0.5 -0.2 -0.2
H -0.6496 -1.8239 -1.2574 0.9 -0.1 1.7
O -2.3285 1.3380 1.7537 0.0 0.9 0.0
C 1.2456 2.1063 0.3692 -1.4 -3.0 0.0
```
Positions in Å, forces in eV/Å.

strongest force on any atom = 3.263 eV/A
2S+1 = 1
HOMO-LUMO gap = 8.55 eV
ΔE to the lowest compared entry with this formula, charge and spin = 2.175 eV

---

# 3
Entry from the OMol25 dataset: 3 unconnected molecules or ions with the total composition C5H15NO2 (the ωB97M-V functional and the def2-TZVPD basis).

Structure (XYZ):
```
23
Properties=species:S:1:pos:R:3:forces:R:3
O -2.4050 -0.6208 -1.1290 0.1 0.0 0.1
C 1.5101 0.7086 -2.1096 0.0 -0.2 -0.1
C 1.4157 0.3328 1.5585 -0.2 -0.5 -0.1
O 1.3006 0.1836 -0.8423 0.1 -0.1 0.4
H 1.6075 -0.9814 0.1516 0.2 0.5 0.3
N 1.3906 -0.9307 1.2527 -0.2 0.3 -0.6
H -0.5012 -1.4512 -1.2437 -0.1 0.0 0.0
H 0.6133 1.2284 -2.4926 0.1 0.0 0.0
H -2.1341 0.1135 0.7998 0.0 0.0 -0.1
H 2.2448 0.8999 1.1626 0.0 0.0 -0.1
H -1.5977 -2.2142 -0.0557 0.0 0.1 0.0
H 1.7535 -0.0760 -2.8467 0.0 0.1 0.0
C -1.5407 -1.7387 -1.0496 -0.1 0.1 0.0
H 0.5853 -1.4681 1.5537 0.0 0.1 0.1
H -1.8781 -2.4603 -1.7931 0.0 0.0 0.0
H 0.9145 1.4198 3.3133 0.0 0.0 -0.1
H -0.9696 0.7084 -0.4219 0.0 0.0 0.0
H 2.3393 1.4387 -2.1420 -0.1 -0.1 0.0
C -2.0141 0.4195 -0.2534 0.0 -0.1 0.0
H 0.0062 1.8594 1.8761 0.1 0.0 0.0
H -0.3880 0.3518 2.7272 0.1 0.0 0.0
C 0.4241 1.0126 2.4242 0.1 -0.1 0.3
H -2.6770 1.2645 -0.4399 0.0 0.0 0.0
```
Positions in Å, forces in eV/Å.

strongest force on any atom = 0.751 eV/A
2S+1 = 1
HOMO-LUMO gap = 8.26 eV
ΔE to the lowest compared entry with this formula, charge and spin = 3.990 eV